[1]
Computed, not measured: the molecule BrClHP in a non-equilibrium geometry, with ωB97M-V/def2-TZVPD.

Results
SMILES: ClPBr
E_LUMO (eV): -1.469
Energy above the lowest of the compared OMol25 structures with the same formula, charge and spin (kJ/mol): 48.8
DFT total energy (eV): -91869.892
Kohn-Sham gap (eV): 9.08

Bonds (Å) are listed after each position.
Geometry (Å):
1 Br 1.5545 -1.0272 -0.2698  P3 2.226
2 Cl -0.2778 1.9114 -0.2931  P3 2.471
3 P -0.2392 -0.2917 0.8244  Br1 2.226, Cl2 2.471, H4 1.381
4 H -1.0374 -0.5926 -0.2616  P3 1.381

***

[2]
Computed, not measured: the ion C3H5O3S with charge -1 in a non-equilibrium geometry, with ωB97M-V/def2-TZVPD.

Results
E_LUMO (eV): 3.942
Charge: -1
Energy above the lowest of the compared OMol25 structures with the same formula, charge and spin (kJ/mol): 201.5
DFT total energy (eV): -20169.011
Kohn-Sham gap (eV): 7.46

Bonds (Å) are listed after each position.
Geometry (Å):
1 S 1.7157 0.5526 0.1909  O3 1.492, O4 1.563, C7 2.120
2 O 0.6720 -1.7602 -0.7190  C7 1.518, H8 1.070
3 O 2.3302 1.1468 -1.0316  S1 1.492
4 O 2.4922 -0.7056 0.6983  S1 1.563
5 C -1.0538 -0.1821 0.3714  C6 1.345, C7 1.438, H11 1.099
6 C -1.9186 0.8478 0.3957  C5 1.345, H9 1.091, H10 1.058
7 C -0.0062 -0.4087 -0.5879  S1 2.120, O2 1.518, C5 1.438, H12 1.041
8 H 1.5304 -1.6260 -0.0947  O2 1.070
9 H -2.0457 1.7472 -0.2087  C6 1.091
10 H -2.6999 0.9114 1.1067  C6 1.058
11 H -0.9357 -0.6320 1.3670  C5 1.099
12 H -0.0805 0.1087 -1.4880  C7 1.041

***

[3]
Computed, not measured: a cluster of 4 separate species, C37H81N4O3 in total in a non-equilibrium geometry, with ωB97M-V/def2-TZVPD.

Results
E_LUMO (alpha / beta) (eV): 0.647 / 0.244
⟨S²⟩: 0.754
Spin multiplicity: 2
DFT total energy (eV): -51779.649
Kohn-Sham gap (alpha / beta) (eV): 8.46 / 8.05

Bonds (Å) are listed after each position.
Geometry (Å):
1 O 7.7256 -2.1428 -4.6636  C33 1.413, C39 1.454
2 O -2.0334 -3.7538 -1.6010  N6 1.306
3 O 8.7357 -1.6284 -2.5971  C33 1.238
4 N 9.7275 1.7948 0.6547  C19 1.460, C21 1.462, C35 1.456
5 N -3.1617 0.8982 3.2523  C10 1.460, C27 1.456, C31 1.459
6 N -2.8170 -2.8764 -2.1683  O2 1.306, C29 1.490, C34 1.492
7 N -9.0616 0.8733 7.1369  C15 1.461, C26 1.461, C41 1.456
8 C -3.4086 -0.3842 -1.8056  C34 1.628, H69 1.134, H112 1.149, H117 1.140
9 C -1.3704 -1.0963 -3.4128  C23 1.605, C34 1.596, H57 1.151, H92 1.143
10 C -1.8867 1.0511 2.5580  N5 1.460, C37 1.528, H63 1.096, H85 1.096
11 C 9.6856 -3.5468 -3.8087  C33 1.608, H77 1.142, H96 1.146, H115 1.137
12 C -3.4118 -2.1597 -4.6055  C23 1.600, C29 1.592, H99 1.148, H109 1.150
13 C -7.2679 0.8397 8.9620  C26 1.529, H50 1.094, H82 1.090, H116 1.092
14 C -0.2176 -1.3190 -6.8342  C36 1.595, C40 1.593, H60 1.148, H78 1.149
15 C -10.2040 0.1752 7.7221  N7 1.461, C25 1.528, H62 1.096, H110 1.096
16 C 3.1739 -0.7167 -5.6821  C42 1.615, C43 1.623, H105 1.147, H122 1.139
17 C 9.9846 4.1074 -0.4099  C19 1.529, H46 1.092, H76 1.095, H103 1.089
18 C -4.8220 -3.8568 -3.2877  C29 1.625, H48 1.137, H70 1.147, H87 1.133
19 C 9.4768 3.2313 0.7356  N4 1.460, C17 1.529, H72 1.095, H111 1.095
20 C 12.0072 1.9374 1.6674  C35 1.525, H45 1.093, H58 1.093, H74 1.093
21 C 8.8450 1.0614 -0.2517  N4 1.462, C44 1.527, H98 1.096, H100 1.096
22 C -8.1903 3.0321 6.2326  C41 1.525, H94 1.093, H113 1.093, H120 1.093
23 C -2.0259 -1.3974 -4.8468  C9 1.605, C12 1.600, C40 1.618, H65 1.140
24 C -4.5614 1.5914 5.2021  C27 1.525, H79 1.093, H95 1.093, H102 1.093
25 C -10.5272 0.4453 9.1907  C15 1.528, H52 1.091, H121 1.094, H124 1.089
26 C -7.7526 0.3996 7.5804  N7 1.461, C13 1.529, H93 1.095, H125 1.095
27 C -3.3771 1.8954 4.2910  N5 1.456, C24 1.525, H84 1.098, H118 1.095
28 C -1.2590 -1.4382 -0.8757  C34 1.627, H55 1.151, H64 1.138, H75 1.146
29 C -3.3083 -3.3081 -3.5073  N6 1.490, C12 1.592, C18 1.625, C32 1.620
30 C 5.7050 -0.7044 -4.7681  C39 1.597, C42 1.601, H73 1.147, H104 1.136
31 C -4.2981 0.6092 2.3850  N5 1.459, C38 1.526, H68 1.096, H123 1.095
32 C -2.4852 -4.6044 -4.0221  C29 1.620, H49 1.148, H67 1.135, H80 1.141
33 C 8.6514 -2.3311 -3.6132  O1 1.413, O3 1.238, C11 1.608
34 C -2.2663 -1.4904 -2.1527  N6 1.492, C8 1.628, C9 1.596, C28 1.627
35 C 11.1225 1.3920 0.5512  N4 1.456, C20 1.525, H56 1.098, H114 1.095
36 C 0.6117 -0.1088 -6.2089  C14 1.595, C43 1.600, H59 1.150, H61 1.149
37 C -1.6734 2.3201 1.7342  C10 1.528, H66 1.090, H88 1.091, H90 1.094
38 C -4.8993 1.7667 1.5933  C31 1.526, H51 1.094, H81 1.090, H106 1.092
39 C 6.3640 -2.0291 -4.1674  O1 1.454, C30 1.597, H83 1.151, H97 1.137
40 C -0.9868 -2.2231 -5.7720  C14 1.593, C23 1.618, H108 1.149, H119 1.149
41 C -9.2361 2.3176 7.0813  N7 1.456, C22 1.525, H47 1.098, H89 1.095
42 C 4.1496 -0.6299 -4.3975  C16 1.615, C30 1.601, H53 1.144, H54 1.141
43 C 1.6745 -0.5307 -5.0902  C16 1.623, C36 1.600, H86 1.134, H91 1.149
44 C 9.0494 1.2506 -1.7529  C21 1.527, H71 1.090, H101 1.091, H107 1.091
45 H 12.0985 3.0254 1.6226  C20 1.093
46 H 10.9978 3.8458 -0.7213  C17 1.092
47 H -9.2461 2.7691 8.0816  C41 1.098
48 H -4.7616 -4.7241 -2.5547  C18 1.137
49 H -2.7238 -4.8284 -5.1229  C32 1.148
50 H -6.1881 0.6786 9.0386  C13 1.094
51 H -5.8955 1.4870 1.2370  C38 1.094
52 H -10.5292 1.5103 9.4288  C25 1.091
53 H 3.9598 0.3927 -3.9199  C42 1.144
54 H 3.8855 -1.4604 -3.6605  C42 1.141
55 H -0.9598 -0.3552 -0.6263  C28 1.151
56 H 11.5606 1.6737 -0.4148  C35 1.098
57 H -1.2257 0.0440 -3.3540  C9 1.151
58 H 11.6180 1.6590 2.6497  C20 1.093
59 H 1.2129 0.4089 -7.0412  C36 1.150
60 H 0.5397 -1.9807 -7.3874  C14 1.148
61 H -0.0498 0.7227 -5.7707  C36 1.149
62 H -11.0894 0.4306 7.1281  C15 1.096
63 H -1.7201 0.1801 1.9141  C10 1.096
64 H -1.7392 -1.8440 0.0724  C28 1.138
65 H -2.2437 -0.4099 -5.3737  C23 1.140
66 H -2.2230 2.2881 0.7941  C37 1.090
67 H -1.3620 -4.4481 -3.9698  C32 1.135
68 H -4.0260 -0.1899 1.6863  C31 1.096
69 H -3.7705 0.1684 -2.7277  C8 1.134
70 H -5.1814 -4.2603 -4.2995  C18 1.147
71 H 8.6614 2.2101 -2.0950  C44 1.090
72 H 9.9171 3.6021 1.6671  C19 1.095
73 H 6.2074 0.1921 -4.2600  C30 1.147
74 H 13.0149 1.5241 1.5736  C20 1.093
75 H -0.2690 -1.9581 -1.1258  C28 1.146
76 H 10.0055 5.1534 -0.0882  C17 1.095
77 H 10.2333 -3.7740 -2.8333  C11 1.142
78 H -0.9904 -0.9154 -7.5820  C14 1.149
79 H -5.5125 1.6368 4.6656  C24 1.093
80 H -2.7526 -5.5014 -3.3693  C32 1.141
81 H -4.3028 2.0025 0.7122  C38 1.090
82 H -7.7307 0.2572 9.7579  C13 1.090
83 H 5.7353 -2.9101 -4.5587  C39 1.151
84 H -3.5037 2.9025 3.8734  C27 1.098
85 H -1.0894 0.9971 3.3086  C10 1.096
86 H 1.4320 -1.4893 -4.5359  C43 1.134
87 H -5.5469 -3.0390 -2.9873  C18 1.133
88 H -1.9571 3.2233 2.2771  C37 1.091
89 H -10.2122 2.5355 6.6352  C41 1.095
90 H -0.6141 2.4158 1.4774  C37 1.094
91 H 1.7204 0.3084 -4.3064  C43 1.149
92 H -0.3315 -1.5484 -3.2655  C9 1.143
93 H -7.7271 -0.6944 7.5300  C26 1.095
94 H -8.1629 2.6272 5.2181  C22 1.093
95 H -4.6076 2.3314 6.0055  C24 1.093
96 H 9.1114 -4.4716 -4.1661  C11 1.146
97 H 6.2999 -2.0416 -3.0318  C39 1.137
98 H 7.8024 1.2925 -0.0056  C21 1.096
99 H -4.2887 -1.4403 -4.4261  C12 1.148
100 H 8.9521 -0.0065 -0.0283  C21 1.096
101 H 8.5027 0.4782 -2.2951  C44 1.091
102 H -4.4636 0.6033 5.6584  C24 1.093
103 H 9.3291 4.0578 -1.2785  C17 1.089
104 H 5.9240 -0.6010 -5.8782  C30 1.136
105 H 3.2673 -1.7714 -6.1218  C16 1.147
106 H -5.0150 2.6738 2.1898  C38 1.092
107 H 10.0978 1.1704 -2.0454  C44 1.091
108 H -1.5314 -3.1107 -6.2582  C40 1.149
109 H -3.6694 -2.6851 -5.5957  C12 1.150
110 H -10.0782 -0.9041 7.5812  C15 1.096
111 H 8.4026 3.4048 0.8624  C19 1.095
112 H -2.9180 0.4064 -1.1314  C8 1.149
113 H -7.1904 2.9563 6.6669  C22 1.093
114 H 11.1759 0.2997 0.6070  C35 1.095
115 H 10.4319 -3.2576 -4.6157  C11 1.137
116 H -7.4500 1.8991 9.1532  C13 1.092
117 H -4.2451 -0.8371 -1.1771  C8 1.140
118 H -2.4870 1.9355 4.9277  C27 1.095
119 H -0.2214 -2.7099 -5.0660  C40 1.149
120 H -8.4341 4.0955 6.1653  C22 1.093
121 H -11.5243 0.0596 9.4229  C25 1.094
122 H 3.4144 0.0968 -6.4418  C16 1.139
123 H -5.0909 0.1671 2.9972  C31 1.095
124 H -9.8310 -0.0621 9.8569  C25 1.089
125 H -7.0079 0.7164 6.8428  C26 1.095

***

[4]
Computed, not measured: a cluster of 2 separate species, C4H10NO2S in total in a non-equilibrium geometry, with ωB97M-V/def2-TZVPD.

Results
E_LUMO (alpha / beta) (eV): 0.609 / -2.570
⟨S²⟩: 0.753
Energy above the lowest of the compared OMol25 structures with the same formula, charge and spin (kJ/mol): 71.1
Spin multiplicity: 2
DFT total energy (eV): -20728.992
Kohn-Sham gap (alpha / beta) (eV): 10.46 / 6.97

Bonds (Å) are listed after each position.
Geometry (Å):
1 S -0.5350 2.5596 -0.6377  C5 1.827
2 O 2.9277 -0.2211 -0.4349  H9 0.968, H15 0.964
3 O 0.0687 -2.5969 2.1091  C6 1.211
4 N 0.0829 -1.3211 0.2710  C6 1.366, C7 1.487, H10 1.016
5 C -0.4837 1.0588 0.4036  S1 1.827, C7 1.525, H12 1.092, H14 1.086
6 C -0.3027 -1.5861 1.5546  O3 1.211, N4 1.366, H16 1.096
7 C -0.3018 -0.1310 -0.5330  N4 1.487, C5 1.525, C8 1.532, H18 1.087
8 C -1.5061 -0.4839 -1.4121  C7 1.532, H11 1.092, H13 1.089, H17 1.080
9 H 2.8102 0.7222 -0.2512  O2 0.968
10 H 0.7891 -1.9479 -0.1046  N4 1.016
11 H -2.2606 0.3061 -1.4040  C8 1.092
12 H -1.4280 1.0651 0.9516  C5 1.092
13 H -1.2186 -0.6477 -2.4495  C8 1.089
14 H 0.3124 1.1823 1.1317  C5 1.086
15 H 2.0517 -0.6220 -0.4487  O2 0.964
16 H -0.9203 -0.8032 2.0105  C6 1.096
17 H -1.9804 -1.4013 -1.0966  C8 1.080
18 H 0.5131 0.1013 -1.2136  C7 1.087

***

Q: The highest DFT total energy belongs to which entry?
A: C3H5O3S